*i*
Entry from the OMol25 dataset: a cluster of 4 separate species, C5H11NOS in total (ωB97M-V/def2-TZVPD).

XYZ file:
```
19
Properties=species:S:1:pos:R:3
C 1.167 -2.638 -0.013
C -0.404 -2.480 -0.137
C -0.633 -1.120 -1.020
C -0.600 -0.101 0.039
C 0.763 0.955 -1.503
H 1.493 -1.958 0.710
H 1.312 -3.791 0.245
H 1.798 -2.103 -0.756
H -0.982 -3.493 -0.637
H -0.748 -2.432 0.959
H -1.639 -1.340 -1.332
H 0.197 -1.236 -1.921
H 0.844 2.296 -2.365
H 2.134 0.413 -1.169
H -0.340 -0.040 -2.281
H -0.539 2.085 1.783
N 0.161 1.054 -0.074
O -1.593 -0.205 0.884
S 0.396 2.386 1.001
```

For the orbital gap, the calculation gives 0.3142 hartree.

*ii*
Entry from the OMol25 dataset: a cluster of 2 separate species, C5H11NOS in total (ωB97M-V/def2-TZVPD).

XYZ file:
```
19
Properties=species:S:1:pos:R:3
C 3.437 -0.081 -1.048
C -1.149 -0.752 0.432
C -1.946 0.269 0.401
C -2.544 0.752 1.673
C -2.362 0.990 -0.810
N 4.606 -0.781 -0.792
O 2.893 -2.262 0.388
S 3.573 -0.981 0.523
H 2.705 -0.423 -1.789
H 3.577 1.007 -1.046
H -1.186 -1.126 1.411
H -1.843 1.186 2.262
H -3.285 1.566 1.397
H -3.162 -0.066 2.059
H -2.455 2.077 -0.708
H -1.735 0.795 -1.688
H -3.348 0.682 -1.067
H 4.803 -1.710 -1.214
H -0.578 -1.142 -0.383
```

For the orbital gap, the calculation gives 0.3695 hartree.

Of them, the most stable is *ii* and the least stable is *i*.

*i*
Entry from the OMol25 dataset: a cluster of 3 separate species, C2H10O3 in total (ωB97M-V/def2-TZVPD).

XYZ file:
```
15
Properties=species:S:1:pos:R:3
C -1.511 1.913 -0.744
C -0.026 1.740 -0.855
O 0.495 1.432 0.480
H -1.801 2.737 -0.098
H -1.986 0.988 -0.411
H -1.952 2.108 -1.728
H 0.475 2.660 -1.165
H 0.245 0.939 -1.545
H 1.409 1.729 0.485
O 0.324 -1.366 1.376
H 0.536 -0.520 0.956
H -0.636 -1.403 1.374
O 1.777 -4.336 0.868
H 1.210 -3.575 0.692
H 1.440 -5.045 0.314
```

Its SMILES is CCO.O.O. For the orbital gap, the calculation gives 0.4269 hartree.

*ii*
Entry from the OMol25 dataset: a cluster of 3 separate species, C2H10O3 in total (ωB97M-V/def2-TZVPD).

XYZ file:
```
15
Properties=species:S:1:pos:R:3
C 1.154 2.008 1.402
C -0.396 1.833 1.198
O -0.951 0.710 2.052
H 1.695 1.040 1.474
H 1.722 2.615 0.722
H 1.334 2.441 2.479
H -0.472 1.345 0.189
H -0.975 2.750 1.185
H -1.912 0.736 2.002
O -2.491 -1.862 0.868
H -2.248 -1.730 -0.067
H -1.873 -1.472 1.487
O 1.907 -3.384 -4.620
H 2.191 -4.131 -5.150
H 1.317 -2.900 -5.221
```

Its SMILES is CCO.O.O. For the orbital gap, the calculation gives 0.4124 hartree.

Of them, the most stable is *i* and the least stable is *ii*.

*i*
Entry from the OMol25 dataset: a cluster of 2 separate species, C2H4FNO2 in total (ωB97M-V/def2-TZVPD).

XYZ file:
```
10
Properties=species:S:1:pos:R:3
C 0.774 -0.333 -1.235
C 0.338 -0.033 0.125
N -0.057 1.251 0.401
O 0.532 0.399 -2.175
O 1.539 -1.387 -1.557
F 1.133 -0.599 1.131
H -1.149 -1.170 -0.198
H -0.367 1.546 -0.495
H 2.120 -1.723 -0.903
H -0.705 1.455 1.221
```

For the orbital gap, the calculation gives 0.3272 hartree.

*ii*
Entry from the OMol25 dataset: a cluster of 2 separate species, C2H4FNO2 in total (ωB97M-V/def2-TZVPD).

XYZ file:
```
10
Properties=species:S:1:pos:R:3
C 1.144 0.238 0.290
C 0.042 -0.005 -0.581
N -1.238 0.504 -0.088
O -1.244 1.144 0.965
O -2.293 0.188 -0.673
F -0.712 -2.266 0.065
H 1.169 1.262 0.645
H 1.952 0.035 -0.364
H 1.094 -0.428 1.128
H 0.086 -0.673 -1.387
```

For the orbital gap (alpha / beta), the calculation gives 0.2649 / 0.2647 hartree.

*iii*
Entry from the OMol25 dataset: a structure of composition C2H4FNO2 (ωB97M-V/def2-TZVPD).

XYZ file:
```
10
Properties=species:S:1:pos:R:3
C -3.394 -0.730 0.113
C 1.142 0.811 -0.562
N 0.743 -0.367 -0.256
O -4.108 -1.182 -0.659
O -2.691 -0.295 0.912
F 0.068 1.652 -0.442
H 3.478 1.035 0.395
H 1.346 -1.212 -0.516
H 3.628 0.807 1.120
H -0.212 -0.519 -0.104
```

For the orbital gap, the calculation gives 0.3524 hartree.

Of them, the most stable is *iii* and the least stable is *ii*.

*i*
Entry from the OMol25 dataset: a cluster of 3 separate species, C16H29ClF6O4P2S in total (ωB97M-V/def2-TZVPD).

XYZ file:
```
59
Properties=species:S:1:pos:R:3
C -2.886 1.140 2.591
C -2.456 -0.363 2.667
C -2.623 -1.192 1.319
Cl -3.327 -0.082 0.012
P -1.002 -2.002 0.788
C -1.260 -3.858 0.470
C -0.992 -4.731 1.748
C -2.264 -5.396 2.383
C -3.541 -4.490 2.405
C -2.640 -6.744 1.649
P -0.338 -1.249 -1.173
S 1.568 -0.861 -1.034
H -2.696 1.576 3.606
H -2.267 1.751 1.896
H -3.971 1.284 2.385
H -3.084 -0.839 3.457
H -1.377 -0.368 2.957
H -3.412 -1.959 1.484
H -2.220 -4.078 -0.047
H -0.455 -4.116 -0.265
H -0.332 -5.573 1.420
H -0.395 -4.194 2.525
H -2.041 -5.643 3.451
H -3.429 -3.629 3.111
H -4.410 -5.086 2.771
H -3.818 -4.148 1.381
H -1.946 -6.946 0.802
H -3.672 -6.652 1.232
H -2.653 -7.602 2.357
H -1.057 -0.098 -1.599
H -0.534 -2.260 -2.180
C -2.019 2.481 -1.041
C -0.711 3.214 -0.822
O -0.583 4.326 -1.727
C -1.217 5.441 -1.365
O -1.864 5.567 -0.370
C -0.959 6.547 -2.383
F -1.083 6.112 -3.642
F 0.280 7.040 -2.261
F -1.801 7.567 -2.240
H -2.117 2.178 -2.087
H -2.077 1.585 -0.404
H -2.873 3.121 -0.811
H 0.126 2.548 -1.035
H -0.604 3.547 0.212
C 5.875 3.998 -2.040
C 6.821 2.860 -2.365
O 6.588 1.737 -1.501
C 5.575 0.939 -1.851
O 4.878 1.101 -2.804
C 5.469 -0.233 -0.881
F 5.575 0.154 0.395
F 6.440 -1.132 -1.092
F 4.312 -0.876 -0.995
H 5.946 4.264 -0.984
H 6.110 4.876 -2.643
H 4.840 3.714 -2.231
H 7.850 3.173 -2.189
H 6.748 2.561 -3.412
```

Its SMILES is CC[C@@H](Cl)P(CCC(C)C)[PH2]=S.CCOC(=O)C(F)(F)F.CCOC(=O)C(F)(F)F. For the orbital gap, the calculation gives 0.3190 hartree.

*ii*
Entry from the OMol25 dataset: a cluster of 3 separate species, C16H29ClF6O4P2S in total (ωB97M-V/def2-TZVPD).

XYZ file:
```
59
Properties=species:S:1:pos:R:3
C 1.088 3.873 -1.143
C -0.374 3.705 -0.738
C -1.219 2.677 -1.536
Cl -0.264 1.869 -2.839
P -2.011 1.455 -0.342
C -3.814 1.352 -0.752
C -4.689 2.322 0.071
C -5.314 3.519 -0.673
C -4.378 4.207 -1.665
C -6.626 3.119 -1.389
P -1.390 -0.601 -0.876
S -0.958 -1.621 0.729
H 1.534 4.625 -0.489
H 1.665 2.959 -1.004
H 1.203 4.226 -2.166
H -0.865 4.675 -0.840
H -0.393 3.413 0.313
H -1.991 3.202 -2.086
H -4.014 1.404 -1.825
H -4.069 0.332 -0.450
H -5.525 1.733 0.457
H -4.150 2.664 0.958
H -5.555 4.272 0.082
H -3.530 4.685 -1.167
H -4.919 4.994 -2.194
H -4.019 3.514 -2.429
H -6.854 2.061 -1.257
H -6.555 3.299 -2.464
H -7.472 3.703 -1.028
H -0.355 -0.541 -1.811
H -2.455 -1.153 -1.613
C 2.493 -0.014 -2.037
C 3.090 -0.462 -0.722
O 4.189 -1.382 -0.925
C 5.356 -0.837 -1.218
O 5.611 0.325 -1.332
C 6.426 -1.945 -1.360
F 5.975 -2.971 -2.090
F 6.759 -2.408 -0.145
F 7.521 -1.463 -1.941
H 2.182 -0.879 -2.625
H 1.621 0.614 -1.851
H 3.208 0.558 -2.628
H 2.366 -1.020 -0.132
H 3.438 0.383 -0.129
C 4.031 -5.139 3.209
C 2.953 -5.933 3.911
O 1.878 -5.077 4.359
C 0.982 -4.749 3.440
O 0.962 -5.084 2.295
C -0.116 -3.863 4.075
F 0.416 -2.917 4.859
F -0.926 -4.622 4.831
F -0.839 -3.275 3.132
H 4.398 -4.341 3.856
H 4.864 -5.793 2.953
H 3.651 -4.689 2.293
H 3.332 -6.396 4.819
H 2.547 -6.715 3.271
```

Its SMILES is CC[C@@H](Cl)P(CCC(C)C)[PH2]=S.CCOC(=O)C(F)(F)F.CCOC(=O)C(F)(F)F. For the orbital gap, the calculation gives 0.3256 hartree.

Of them, the most stable is *ii* and the least stable is *i*.

*i*
Entry from the OMol25 dataset: the molecule C5H12N4 (ωB97M-V/def2-TZVPD).

XYZ file:
```
21
Properties=species:S:1:pos:R:3
H -0.016 1.406 3.163
N 0.222 1.574 2.196
C 0.384 0.522 1.507
C 0.274 -0.897 1.994
N 0.652 0.721 0.167
C 0.676 -0.193 -0.881
C 1.718 -1.268 -0.862
N -0.070 -0.105 -1.904
C -1.172 0.818 -1.937
N -2.010 0.676 -0.745
H -0.042 -0.905 3.037
H -0.442 -1.447 1.390
H 1.243 -1.392 1.932
H 0.346 1.646 -0.100
H 2.668 -0.853 -0.539
H 1.444 -2.072 -0.187
H 1.810 -1.678 -1.865
H -1.711 0.592 -2.876
H -0.828 1.864 -1.990
H -2.334 -0.282 -0.684
H -2.812 1.272 -0.819
```

Its SMILES is [H]/N=C(\C)N/C(C)=N\CN. For the orbital gap, the calculation gives 0.3599 hartree.

*ii*
Entry from the OMol25 dataset: a structure of composition C5H12N4 (ωB97M-V/def2-TZVPD).

XYZ file:
```
21
Properties=species:S:1:pos:R:3
C 1.363 0.970 0.639
C 0.811 -1.199 1.687
C 0.646 -0.380 -2.124
N 0.423 -0.134 0.763
C -1.054 0.266 0.747
C -1.230 -0.070 -0.593
N -2.208 0.208 -1.539
N -0.045 -0.788 -0.899
N -1.784 0.605 1.755
H -3.032 -0.383 -1.485
H -2.509 1.174 -1.549
H -1.334 1.273 2.380
H 1.284 1.619 1.517
H 1.107 1.567 -0.236
H 2.390 0.613 0.545
H 1.820 -1.544 1.457
H 0.115 -2.025 1.566
H 0.778 -0.841 2.718
H 0.211 -0.957 -2.944
H 1.698 -0.660 -2.041
H 0.550 0.684 -2.367
```

For the orbital gap (alpha / beta), the calculation gives 0.2576 / 0.2575 hartree.

Of them, the most stable is *i* and the least stable is *ii*.

*i*
Entry from the OMol25 dataset: a cluster of 2 separate species, C5H13NO2 in total (ωB97M-V/def2-TZVPD).

XYZ file:
```
21
Properties=species:S:1:pos:R:3
C -0.258 2.055 0.344
C -1.346 1.098 0.872
C -1.025 -0.386 0.533
C 0.239 -0.849 1.266
C 0.840 -2.079 0.585
N 1.740 -1.881 -0.362
O 0.483 -3.223 0.875
H -0.765 2.823 -0.233
H 0.462 1.569 -0.313
H 0.252 2.567 1.154
H -1.379 1.115 1.965
H -2.355 1.328 0.545
H -1.779 -1.125 0.758
H -0.846 -0.344 -0.543
H 0.997 -0.064 1.192
H 0.139 -1.102 2.311
H 2.014 -2.645 -0.975
H 1.731 -0.981 -0.826
H 0.824 1.029 -2.622
H 0.060 0.133 -3.505
O -0.027 0.961 -3.019
```

Its expectation value of S² is 0.7554. As for the total charge: +1. For the orbital gap (alpha / beta), the calculation gives 0.3990 / 0.2174 hartree. The multiplicity is 2.

*ii*
Entry from the OMol25 dataset: a cluster of 2 separate species, C5H13NO2 in total (ωB97M-V/def2-TZVPD).

XYZ file:
```
21
Properties=species:S:1:pos:R:3
C -0.620 -0.492 1.268
N -0.752 0.356 0.018
C -1.306 -0.324 -1.109
C -0.532 -0.008 -2.413
C 0.969 -0.277 -2.277
O 1.737 0.073 -3.119
C -1.848 -0.208 2.128
H -0.587 -1.537 0.978
H 0.351 -0.198 1.680
H -1.018 1.296 0.300
H -2.360 0.012 -1.209
H -1.489 -1.391 -1.026
H -0.979 -0.634 -3.177
H -0.714 1.031 -2.698
H 1.273 -0.797 -1.351
H -1.940 -1.066 2.797
H -1.673 0.665 2.762
H -2.792 -0.143 1.586
H 5.228 0.683 1.273
H 4.322 1.875 1.605
O 4.731 1.082 1.984
```

Its expectation value of S² is 0.7550. As for the total charge: +1. For the orbital gap (alpha / beta), the calculation gives 0.3946 / 0.2163 hartree. The multiplicity is 2.

Of them, the most stable is *i* and the least stable is *ii*.

*i*
Entry from the OMol25 dataset: a cluster of 2 separate species, C4H12 in total (ωB97M-V/def2-TZVPD).

XYZ file:
```
16
Properties=species:S:1:pos:R:3
C 2.653 -0.723 0.073
C 1.797 -1.422 -0.994
H 3.457 -1.432 0.345
H 3.276 0.062 -0.347
H 2.077 -0.472 0.951
H 2.370 -1.473 -1.924
H 0.772 -1.093 -1.136
H 1.706 -2.465 -0.723
C -2.124 0.326 0.380
C -2.328 1.834 0.522
H -2.501 -0.078 -0.556
H -1.097 0.094 0.660
H -2.681 -0.135 1.206
H -2.158 2.180 1.550
H -3.349 2.184 0.322
H -1.668 2.366 -0.148
```

Its expectation value of S² is 0.7503. As for the total charge: -1. For the orbital gap (alpha / beta), the calculation gives 0.1026 / 0.4539 hartree. The multiplicity is 2.

*ii*
Entry from the OMol25 dataset: a cluster of 2 separate species, C4H12 in total (ωB97M-V/def2-TZVPD).

XYZ file:
```
16
Properties=species:S:1:pos:R:3
C -0.505 -1.336 0.749
C -1.388 -2.450 1.319
H -0.579 -1.279 -0.341
H -0.848 -0.349 1.071
H 0.543 -1.433 1.026
H -2.297 -2.061 1.786
H -0.898 -3.051 2.086
H -1.724 -3.126 0.530
C 1.588 1.481 -0.969
C 0.299 2.295 -1.105
H 1.438 0.412 -1.088
H 2.303 1.908 -1.675
H 2.001 1.613 0.037
H 0.065 2.460 -2.164
H -0.570 1.743 -0.738
H 0.367 3.265 -0.617
```

Its expectation value of S² is 0.7503. As for the total charge: -1. For the orbital gap (alpha / beta), the calculation gives 0.1023 / 0.4471 hartree. The multiplicity is 2.

Of them, the most stable is *ii* and the least stable is *i*.

*i*
Entry from the OMol25 dataset: a cluster of 2 separate species, C4H12 in total (ωB97M-V/def2-TZVPD).

XYZ file:
```
16
Properties=species:S:1:pos:R:3
C -0.933 2.055 1.488
C -1.036 0.605 0.870
H -1.800 2.539 1.748
H -0.310 2.241 2.368
H -0.656 2.810 0.797
H -0.751 0.577 -0.027
H -0.336 -0.156 1.361
H -2.111 0.391 1.187
C 1.573 -0.737 -1.138
C 0.487 -2.038 -1.325
H 1.080 -0.002 -1.829
H 1.316 -0.458 -0.107
H 2.548 -0.926 -1.414
H 0.607 -2.559 -0.415
H 0.719 -2.733 -2.200
H -0.396 -1.608 -1.363
```

Its expectation value of S² is 0.7502. As for the total charge: -1. For the orbital gap (alpha / beta), the calculation gives 0.1012 / 0.4409 hartree. The multiplicity is 2.

*ii*
Entry from the OMol25 dataset: a cluster of 2 separate species, C4H12 in total (ωB97M-V/def2-TZVPD).

XYZ file:
```
16
Properties=species:S:1:pos:R:3
C 1.211 -1.263 -1.595
C 2.164 -0.593 -0.585
H 1.851 -1.537 -2.443
H 0.726 -2.163 -1.221
H 0.502 -0.533 -1.984
H 1.671 0.061 0.134
H 2.785 -1.278 -0.011
H 2.781 0.058 -1.214
C -1.172 0.465 0.772
C -2.214 1.386 1.413
H -1.655 -0.150 0.006
H -0.473 1.099 0.221
H -0.637 -0.213 1.431
H -1.976 1.688 2.432
H -3.182 0.870 1.382
H -2.387 2.280 0.809
```

Its expectation value of S² is 0.7502. As for the total charge: -1. For the orbital gap (alpha / beta), the calculation gives 0.1016 / 0.4429 hartree. The multiplicity is 2.

*iii*
Entry from the OMol25 dataset: a cluster of 2 separate species, C4H12 in total (ωB97M-V/def2-TZVPD).

XYZ file:
```
16
Properties=species:S:1:pos:R:3
C 0.282 1.902 0.501
C 1.759 1.592 0.734
H -0.026 2.944 0.641
H 0.072 1.673 -0.546
H -0.448 1.378 1.114
H 1.834 0.831 1.532
H 2.371 2.456 0.979
H 2.187 0.938 -0.015
C -1.412 -1.620 0.048
C -0.604 -1.761 -1.244
H -1.485 -2.605 0.509
H -1.088 -0.811 0.687
H -2.482 -1.537 -0.195
H -0.324 -2.800 -1.445
H 0.362 -1.263 -1.137
H -1.001 -1.318 -2.162
```

Its expectation value of S² is 0.7503. As for the total charge: -1. For the orbital gap (alpha / beta), the calculation gives 0.1046 / 0.4356 hartree. The multiplicity is 2.

Of them, the most stable is *ii* and the least stable is *i*.